13 unconnected molecules or ions with the total composition C63H189N24O28P13 at a distorted geometry. Source: the OMol25 dataset; level of theory: wB97M-V/def2-TZVPD.

LUMO level: 0.3 eV
orbital gap: 0.281 Ha

```
317
Properties=species:S:1:pos:R:3:forces:R:3:lowdin_charge:R:1
O 4.524 -4.706 2.540 -0.0808 -0.1775 -0.8856 -0.298
P 3.932 -5.737 1.649 -2.7690 -0.5046 -1.1767 0.651
N 5.024 -6.518 0.632 0.8774 -0.3552 0.2588 -0.301
C 6.229 -5.851 0.120 -0.0469 0.4350 1.0825 -0.105
C 4.622 -7.672 -0.154 -0.5313 -0.0577 0.3818 -0.128
N 2.781 -5.110 0.464 0.7257 -0.7948 2.3613 -0.292
C 3.070 -3.785 0.013 -0.0659 0.4000 -0.1734 -0.132
C 1.869 -5.838 -0.394 -0.3670 -0.6455 0.5978 -0.129
N 2.972 -6.918 2.522 -0.6018 1.5876 -2.2886 -0.317
C 3.620 -8.047 3.104 0.5991 0.2319 0.1948 -0.139
C 1.796 -6.498 3.331 0.7301 0.2160 -0.7932 -0.085
H 6.436 -4.994 0.761 0.0156 0.0725 -0.0233 0.066
H 6.153 -5.486 -0.904 -0.4521 -0.0957 -0.1684 0.077
H 7.117 -6.481 0.164 -0.0941 -0.3555 0.0849 0.079
H 5.254 -8.543 0.016 0.1799 -0.0529 0.3010 0.079
H 4.655 -7.509 -1.231 -0.1751 0.4126 -0.0741 0.086
H 3.604 -7.914 0.152 -0.0135 -0.2974 -0.3123 0.062
H 3.108 -3.104 0.863 0.1891 0.2445 -0.1326 0.062
H 3.995 -3.762 -0.564 0.2983 0.3534 -0.1213 0.073
H 2.264 -3.483 -0.657 -0.0132 0.2612 0.0110 0.082
H 2.197 -6.126 -1.393 0.5212 0.3226 -0.1038 0.069
H 1.547 -6.764 0.083 -0.0319 0.0003 0.2368 0.074
H 0.986 -5.213 -0.523 -0.1211 -0.0549 -0.1205 0.047
H 4.098 -7.589 3.969 0.8030 -1.1551 0.4897 0.088
H 2.919 -8.826 3.404 -0.2381 0.1749 0.0954 0.084
H 4.276 -8.512 2.368 0.4494 0.1285 0.3982 0.067
H 1.243 -5.686 2.859 0.0122 -0.1285 -0.2146 0.071
H 2.068 -6.147 4.327 0.2350 -0.0540 0.2042 0.076
H 1.163 -7.379 3.436 -0.1634 0.1094 -0.0190 0.073
O -7.146 -1.246 -3.708 1.7861 -1.4227 -1.1820 -0.310
P -6.243 -1.973 -4.678 1.1420 0.0289 -0.5516 0.644
N -7.046 -2.600 -6.091 -0.1072 0.2567 0.2083 -0.289
C -7.967 -3.744 -5.779 0.2106 1.0687 0.6252 -0.107
C -7.581 -1.698 -7.151 -0.2215 0.3839 1.2577 -0.123
N -5.442 -3.381 -4.064 -1.0077 0.3910 -0.3966 -0.312
C -4.392 -4.171 -4.752 -0.1094 1.7444 -0.4198 -0.091
C -5.985 -3.969 -2.852 0.1271 1.1197 0.2712 -0.136
N -4.902 -1.009 -5.253 -1.4560 -1.1394 -0.4497 -0.290
C -4.142 -0.165 -4.301 -1.8059 0.8976 -0.3345 -0.104
C -4.200 -1.270 -6.536 0.2275 1.1824 0.9273 -0.113
H -7.500 -4.399 -5.043 0.3462 -0.3992 -0.6457 0.059
H -8.343 -4.223 -6.683 0.5901 -0.1943 -0.0570 0.078
H -8.863 -3.448 -5.234 -0.2574 0.6263 -0.0731 0.076
H -8.511 -1.184 -6.907 -0.5456 -0.4085 0.6094 0.073
H -7.817 -2.244 -8.064 0.6540 -0.0258 -0.1002 0.078
H -6.960 -0.808 -7.257 0.6407 -0.4858 -0.5066 0.065
H -4.700 -4.366 -5.780 -0.0550 -0.4814 -0.0357 0.076
H -3.483 -3.575 -4.838 0.1483 0.1751 0.0072 0.050
H -4.044 -5.059 -4.224 -0.7005 -0.0298 0.1391 0.073
H -5.830 -5.048 -2.868 -0.1818 0.0760 0.3117 0.079
H -5.493 -3.444 -2.033 0.2443 -0.7179 0.6500 0.068
H -7.024 -3.669 -2.711 -0.2278 -0.4464 -0.1935 0.069
H -4.549 0.844 -4.371 0.2155 0.5219 -0.5507 0.073
H -4.427 -0.308 -3.259 0.5730 -1.0517 0.0998 0.065
H -3.079 -0.078 -4.523 -0.0044 -0.6492 0.2475 0.058
H -3.310 -1.850 -6.295 -0.0675 -0.5797 -0.6629 0.054
H -3.814 -0.325 -6.917 0.1314 0.4311 0.2452 0.070
H -4.799 -1.571 -7.395 -0.1875 -0.8466 0.6397 0.070
O -8.799 -0.047 0.983 0.5423 -0.0335 -0.0760 -0.280
P -7.698 0.421 1.845 2.3272 -0.7971 0.7604 0.593
N -6.619 -0.865 2.381 -3.2278 1.0551 -0.2729 -0.293
C -6.613 -2.046 1.543 1.2570 -0.8301 0.4382 -0.129
C -5.561 -0.625 3.338 0.6093 0.4967 -1.6800 -0.123
N -8.218 1.215 3.263 0.8018 -1.2812 -0.1227 -0.309
C -9.001 2.413 3.026 0.3672 0.7339 0.4569 -0.143
C -8.907 0.332 4.257 0.4045 0.7127 -0.3740 -0.100
N -6.579 1.452 1.087 -0.3113 0.2977 -0.2686 -0.288
C -5.541 2.212 1.787 -0.1313 -0.5378 -0.0200 -0.115
C -6.338 1.237 -0.359 -1.2771 0.6213 0.4800 -0.086
H -7.577 -2.548 1.465 0.0667 0.1839 -0.0455 0.080
H -5.860 -2.733 1.930 -0.3210 -0.4481 0.9821 0.061
H -6.119 -1.995 0.573 -0.5685 1.0123 -0.7680 0.062
H -4.665 -0.495 2.731 0.7586 -0.3035 0.2486 0.059
H -5.395 -1.453 4.027 -0.2780 0.1746 0.2811 0.082
H -5.664 0.378 3.751 -0.3476 -0.4032 0.6978 0.065
H -8.885 3.105 3.860 -0.0608 -0.1488 0.4920 0.076
H -8.590 3.013 2.214 -0.3050 -0.4502 -0.4826 0.080
H -10.066 2.193 2.948 -0.0768 0.0690 -0.5061 0.083
H -9.827 -0.052 3.816 -0.1966 -0.0639 0.1669 0.080
H -8.318 -0.500 4.644 0.3053 0.0925 -0.4924 0.072
H -9.118 0.965 5.119 -0.2680 0.0037 -0.0111 0.077
H -5.092 2.966 1.140 -0.5666 0.3636 -0.0355 0.052
H -5.989 2.659 2.675 0.2595 0.1718 0.0108 0.072
H -4.681 1.607 2.071 0.0074 -0.3043 0.3404 0.045
H -5.897 0.298 -0.694 0.1516 -0.2198 0.4278 0.067
H -5.734 2.065 -0.731 0.0052 0.0157 0.0217 0.065
H -7.339 1.320 -0.781 0.2202 -0.2121 -0.6166 0.077
O 1.747 1.767 -7.086 -0.8595 1.2220 0.1284 -0.291
P 1.017 2.600 -6.087 -0.2971 -0.9806 1.4346 0.591
N -0.655 2.918 -6.399 1.5631 -0.3262 0.4663 -0.296
C -1.630 2.848 -5.329 -0.2044 0.2645 -0.4127 -0.131
C -1.117 2.773 -7.778 -0.0234 -1.1751 0.4314 -0.109
N 1.631 4.129 -5.834 1.0079 -0.1763 0.5199 -0.338
C 0.957 5.088 -4.996 0.2090 -0.1079 -0.2852 -0.118
C 2.311 4.743 -6.945 0.2438 -1.2630 -0.3179 -0.117
N 1.062 1.921 -4.503 -1.8387 -1.0880 -1.9407 -0.266
C 0.412 0.550 -4.374 0.1254 0.7482 0.4897 -0.093
C 2.208 2.036 -3.638 0.0021 0.6405 0.5480 -0.130
H -1.975 1.829 -5.154 -0.3580 -0.0611 0.0253 0.048
H -2.445 3.498 -5.646 -0.3841 -0.1768 0.1993 0.085
H -1.267 3.232 -4.376 0.3001 -0.0150 -0.1644 0.060
H -0.463 3.318 -8.459 -0.2875 -0.0268 -0.0770 0.076
H -2.176 2.996 -7.907 0.0910 0.8827 0.2784 0.077
H -1.128 1.714 -8.036 0.4631 -0.2424 -0.4174 0.072
H 1.626 5.935 -4.843 0.3249 -0.1166 0.3988 0.068
H 0.145 5.541 -5.565 -0.8328 -0.1591 0.3897 0.083
H 0.728 4.606 -4.046 -0.4870 0.4239 0.0129 0.061
H 2.999 3.968 -7.284 0.1476 0.3362 -0.5614 0.076
H 1.570 4.939 -7.720 0.2799 0.6117 -0.4504 0.079
H 2.884 5.619 -6.642 -0.2204 0.0695 -0.0082 0.083
H -0.418 0.319 -5.042 0.2462 0.5979 -0.5867 0.059
H 1.118 -0.276 -4.458 0.4027 0.2664 -0.2026 0.068
H -0.050 0.418 -3.396 0.2170 0.3212 0.3605 0.053
H 2.840 2.884 -3.904 -0.0312 -0.0759 -0.2537 0.069
H 2.819 1.134 -3.595 0.0563 -0.1165 -0.1525 0.082
H 1.823 2.272 -2.646 0.1966 -0.1719 0.3572 0.058
O 6.813 0.362 -4.796 0.3515 1.3160 2.2296 -0.317
P 6.941 0.807 -3.355 -0.1914 -0.6518 -0.1832 0.691
N 5.744 1.994 -2.874 0.1309 -1.8783 0.2951 -0.277
C 5.804 3.284 -3.606 0.1465 -1.1423 0.5983 -0.093
C 5.171 1.945 -1.484 0.8502 0.4666 -1.5006 -0.086
N 8.416 1.604 -2.992 -1.9432 -1.7578 1.6285 -0.347
C 9.225 2.214 -3.925 1.2756 0.0393 -2.2207 -0.170
C 8.808 1.870 -1.638 -0.9166 -0.0472 0.6345 -0.137
N 6.881 -0.589 -2.238 0.1818 2.2382 -1.2631 -0.284
C 8.123 -1.238 -1.731 -0.5722 0.6712 -0.3816 -0.103
C 5.672 -1.421 -2.390 0.7073 -0.5696 0.5192 -0.119
H 5.554 3.128 -4.656 -0.1952 0.0760 0.0418 0.082
H 6.820 3.676 -3.567 0.1502 0.3304 0.0662 0.062
H 5.113 3.975 -3.123 -0.0284 -0.0048 -0.1843 0.061
H 4.128 2.257 -1.440 -0.2007 -0.2741 -0.3853 0.057
H 5.701 2.674 -0.872 0.2650 -0.2137 0.5105 0.056
H 5.305 0.913 -1.158 -0.1400 0.3339 0.4639 0.054
H 10.213 1.755 -3.900 0.4061 -0.0922 -0.2920 0.085
H 8.779 2.038 -4.904 0.3101 0.2582 -0.2252 0.086
H 9.409 3.275 -3.762 -0.4032 0.3541 0.0942 0.083
H 8.625 2.912 -1.375 0.0274 0.3447 0.0678 0.082
H 8.205 1.265 -0.961 0.0789 0.0459 0.1116 0.050
H 9.860 1.666 -1.439 0.1902 -0.1805 -0.2239 0.091
H 9.012 -0.644 -1.942 -0.2405 0.1652 -0.2235 0.062
H 8.098 -1.335 -0.646 -0.2087 -0.2030 0.1467 0.062
H 8.311 -2.209 -2.189 -0.3120 -0.1431 -0.0532 0.080
H 5.038 -1.413 -1.503 -0.1495 0.3555 0.1829 0.048
H 6.000 -2.458 -2.460 -0.0074 -0.1679 -0.2993 0.073
H 5.058 -1.209 -3.265 0.2862 0.3104 -0.0548 0.083
O 4.357 1.332 2.135 0.3113 -0.5757 0.6628 -0.280
P 5.578 1.025 2.917 2.9266 -0.3952 2.7919 0.672
N 5.358 0.805 4.678 -1.5058 -0.6727 -1.9721 -0.307
C 6.310 0.740 5.773 0.1218 0.5941 -1.2889 -0.116
C 3.940 0.680 5.083 0.8112 0.2686 -1.1036 -0.114
N 6.783 2.270 2.931 -0.0654 -1.2715 0.0134 -0.300
C 6.494 3.603 3.498 -0.8306 -1.1870 0.5675 -0.095
C 7.639 2.353 1.758 0.4392 0.3363 0.1186 -0.147
N 6.458 -0.378 2.403 -0.1478 1.1212 -0.0953 -0.291
C 5.689 -1.514 1.855 -0.0740 0.7350 0.5015 -0.099
C 7.781 -0.775 2.984 -1.0891 0.4872 -0.1596 -0.103
H 7.264 0.430 5.345 0.2077 0.2963 0.4875 0.059
H 6.001 0.029 6.539 -0.0769 -0.1026 -0.1413 0.080
H 6.334 1.743 6.199 0.6305 0.0013 0.5244 0.071
H 3.598 1.712 5.169 -0.9497 -0.2624 0.1722 0.071
H 3.735 0.102 5.984 0.5277 0.1529 0.2272 0.081
H 3.485 0.105 4.276 -0.7632 0.5202 0.0599 0.043
H 5.708 4.089 2.920 0.1245 0.4229 -0.1496 0.069
H 6.112 3.467 4.509 -0.2460 -0.0877 0.0276 0.065
H 7.364 4.242 3.646 0.2252 -0.2635 -0.5970 0.086
H 7.901 1.399 1.302 -0.7248 -0.0541 -0.0115 0.056
H 7.194 3.050 1.048 0.1620 -0.0921 -0.4927 0.068
H 8.616 2.732 2.056 0.0490 0.4252 0.1259 0.085
H 4.649 -1.238 1.680 0.0744 0.2779 -0.2015 0.047
H 6.140 -1.804 0.905 -0.0609 -0.4099 0.0719 0.070
H 5.619 -2.317 2.589 0.3398 -0.3693 -0.2081 0.069
H 7.635 -1.324 3.915 0.0551 0.1186 0.2624 0.073
H 8.411 0.104 3.125 -0.1601 -0.0073 0.2583 0.066
H 8.348 -1.452 2.345 -0.3609 0.0148 -0.4892 0.077
O -0.233 -1.206 -1.443 0.2354 0.6105 0.0593 -0.282
P -0.296 -0.826 -0.015 -1.0389 0.5417 2.5260 0.625
N 1.225 -0.552 0.717 -1.8153 -1.5776 1.1532 -0.284
C 2.288 -0.116 -0.104 0.2967 -0.0293 -1.6248 -0.142
C 1.385 -0.115 2.104 -0.4893 -0.2352 -0.0296 -0.109
N -1.093 -1.964 0.983 2.5346 0.6334 0.1277 -0.285
C -0.370 -3.067 1.602 1.1063 0.3150 0.0136 -0.094
C -2.457 -2.277 0.784 -1.2375 0.3527 -0.1626 -0.134
N -1.231 0.587 0.322 -0.6406 -0.9971 -1.8561 -0.268
C -1.690 1.420 -0.819 0.2334 -0.5566 0.1074 -0.085
C -1.517 1.119 1.647 1.4879 0.0711 -0.6221 -0.111
H 3.251 -0.110 0.407 -0.1775 0.1170 0.1514 0.054
H 2.046 0.869 -0.502 0.5255 0.4954 -0.1199 0.077
H 2.344 -0.794 -0.955 0.2324 0.0783 -0.2246 0.074
H 1.394 0.974 2.148 0.2579 0.1956 0.1926 0.074
H 2.308 -0.524 2.515 0.2593 0.2051 -0.2223 0.060
H 0.623 -0.474 2.796 -0.2807 -0.1042 -0.3674 0.060
H -0.163 -3.864 0.888 0.1221 -0.1960 -0.1988 0.070
H 0.572 -2.681 1.991 0.1784 -0.1851 -0.1827 0.055
H -0.838 -3.551 2.460 -0.6941 0.3983 -0.0518 0.072
H -2.893 -1.758 -0.070 -0.0072 0.2310 0.0223 0.081
H -2.581 -3.343 0.593 -0.1011 -0.1585 0.1003 0.073
H -2.975 -1.999 1.702 -0.6149 -0.2789 -0.1244 0.063
H -2.208 2.336 -0.535 0.2044 -0.0244 0.6132 0.055
H -0.846 1.721 -1.440 -0.0270 -0.0005 -0.2031 0.068
H -2.426 0.880 -1.414 0.1155 -0.1731 -0.2659 0.068
H -0.789 1.928 1.703 -0.0204 0.3932 0.9774 0.055
H -1.275 0.365 2.396 -0.4244 0.2229 0.0665 0.048
H -2.502 1.572 1.766 -0.2155 -0.5066 -0.0900 0.068
O -4.437 5.357 0.866 -0.0426 -0.9790 -0.0311 -0.282
P -3.296 6.083 0.298 2.4405 0.3242 -0.5985 0.599
N -3.578 7.744 0.223 0.7839 1.3442 0.0576 -0.295
C -3.495 8.508 1.507 0.9734 -1.4710 -0.0042 -0.093
C -4.700 8.136 -0.651 -0.0141 -1.0033 -0.3504 -0.111
N -2.921 5.674 -1.325 -0.3281 0.0740 1.2736 -0.299
C -3.589 4.653 -2.112 -0.8561 -0.6943 0.8191 -0.107
C -1.870 6.323 -2.079 -0.0044 0.5272 -0.0630 -0.114
N -1.813 5.893 1.264 -0.9102 1.9113 -1.3382 -0.250
C -0.720 6.918 1.265 -0.3285 -0.7240 0.1277 -0.110
C -1.300 4.579 1.602 -0.3450 -0.0153 0.2556 -0.124
H -3.632 9.589 1.468 -0.7794 -0.2566 -0.5203 0.086
H -2.475 8.434 1.885 0.0522 -0.1147 -0.1019 0.039
H -4.073 7.961 2.251 -0.5682 0.6677 0.2398 0.080
H -5.643 7.782 -0.234 -0.2616 0.3837 0.1620 0.081
H -4.630 7.629 -1.613 0.2811 -0.3024 0.0191 0.065
H -4.745 9.183 -0.952 0.2866 0.1782 0.7362 0.082
H -4.527 4.973 -2.567 0.0403 0.4338 -0.3320 0.082
H -2.952 4.211 -2.878 0.2470 0.3284 0.0274 0.067
H -3.907 3.818 -1.487 0.1051 -0.0533 0.2592 0.055
H -2.314 6.805 -2.951 0.0037 -0.1667 -0.4464 0.083
H -1.383 7.160 -1.579 -0.0215 -0.3119 0.4982 0.065
H -1.126 5.585 -2.379 0.1929 0.1256 -0.0975 0.069
H 0.248 6.457 1.070 -0.1076 -0.2644 -0.6206 0.047
H -0.883 7.725 0.550 -0.0978 -0.1005 0.1303 0.068
H -0.526 7.321 2.259 -0.5579 0.2982 0.2601 0.079
H -1.183 4.475 2.681 -0.1055 -0.0068 0.2560 0.073
H -0.294 4.456 1.200 -0.1414 -0.2183 -0.4958 0.054
H -1.963 3.779 1.275 0.0517 0.1407 -0.1362 0.058
C 0.479 2.052 5.027 1.4870 -1.7371 -1.6141 -0.152
O -0.442 2.473 5.928 -4.5132 2.2449 1.5528 -0.197
P -2.070 2.587 5.603 0.4701 -2.5280 0.4632 0.583
O -2.651 1.358 4.896 1.1991 3.2656 1.4241 -0.257
O -2.279 4.007 4.868 2.9827 -1.8191 1.7384 -0.219
C -3.527 4.367 4.457 -2.2715 0.4886 -1.7131 -0.140
O -2.621 2.836 7.124 1.9192 -0.6151 -1.2493 -0.217
C -3.991 2.768 7.430 -1.2491 1.1494 -1.0918 -0.118
H 0.783 1.058 5.355 0.0470 -0.3678 -0.4348 0.089
H 1.411 2.617 5.016 -0.3018 0.6445 0.2023 0.081
H 0.081 2.009 4.013 0.1033 -0.1163 -0.1399 0.070
H -3.987 5.151 5.057 0.2545 0.0437 0.2180 0.101
H -4.205 3.514 4.417 -0.1333 -0.0692 -0.0274 0.077
H -3.403 4.720 3.433 -0.4264 0.2281 -0.0621 0.073
H -4.544 2.470 6.540 -0.1901 -0.8349 0.2545 0.074
H -4.341 3.795 7.536 0.0280 0.1685 0.5595 0.086
H -4.252 2.206 8.326 0.4891 -0.2247 -0.2496 0.096
C 2.551 4.020 1.433 0.7163 -1.0543 0.1273 -0.093
O 2.595 5.308 0.852 -0.0521 2.0357 -1.7018 -0.235
P 2.458 5.547 -0.748 -1.0545 -0.8646 -0.4991 0.498
O 1.443 4.687 -1.415 1.2798 1.0056 0.7196 -0.237
O 2.200 7.146 -0.895 -0.2289 -3.2958 3.5131 -0.213
C 2.376 7.849 -2.034 0.7544 1.2667 -2.3687 -0.154
O 3.936 5.312 -1.374 -3.3228 -1.1940 -0.5712 -0.231
C 5.007 5.900 -0.793 2.2183 1.0744 1.1912 -0.151
H 3.053 4.048 2.401 -0.2887 0.4283 0.1335 0.086
H 3.189 3.333 0.876 -0.3890 -0.2920 -0.2732 0.072
H 1.529 3.659 1.549 0.1456 -0.0402 -0.1785 0.070
H 2.790 7.265 -2.856 0.2196 -0.1894 0.0002 0.086
H 3.079 8.643 -1.784 -0.1311 0.3287 -0.4173 0.096
H 1.439 8.247 -2.426 -0.1134 0.1666 0.3004 0.096
H 5.000 6.973 -0.984 0.2938 0.1530 0.0045 0.093
H 5.912 5.441 -1.192 0.0290 0.1685 -0.1558 0.090
H 5.026 5.741 0.285 -0.0097 0.0467 0.1705 0.088
C -0.139 -2.597 -5.135 0.2980 1.5062 1.2350 -0.145
O -0.142 -3.935 -5.457 -0.1520 -4.3911 0.4194 -0.225
P -0.086 -5.132 -4.298 0.6853 0.7351 -0.3948 0.506
O 1.104 -5.041 -3.418 -1.0845 -0.3287 -1.1122 -0.231
O -0.308 -6.549 -5.038 1.8841 1.8442 1.2108 -0.195
C -1.271 -6.682 -6.023 -0.8852 0.0714 -1.5548 -0.134
O -1.473 -5.031 -3.516 0.1536 -0.4319 -1.3977 -0.218
C -1.439 -4.558 -2.213 -0.1156 1.3088 1.8101 -0.134
H 0.596 -2.073 -5.745 -0.3049 -0.0311 -0.2876 0.097
H 0.179 -2.438 -4.104 0.0089 0.0645 0.2413 0.078
H -1.144 -2.186 -5.220 0.0087 0.1682 -0.2644 0.076
H -1.512 -5.713 -6.460 -0.4191 0.0435 0.1498 0.082
H -2.148 -7.189 -5.621 -0.0643 0.1013 -0.1070 0.095
H -0.852 -7.240 -6.861 0.0078 -0.3384 0.1914 0.093
H -0.456 -4.139 -1.996 -0.0918 -0.0401 0.2835 0.059
H -1.693 -5.319 -1.475 0.1232 -0.3292 -0.1873 0.092
H -2.164 -3.754 -2.089 -0.0958 0.0799 -0.1685 0.085
C -1.933 -1.716 4.785 -0.1715 -0.3942 -0.8648 -0.100
O -0.952 -1.502 5.798 1.4693 -0.2066 0.8672 -0.202
P 0.260 -2.526 5.969 0.4652 2.1989 -0.7266 0.434
O -0.117 -3.918 6.131 0.0908 -0.9221 0.1352 -0.211
O 1.176 -2.175 4.672 -0.1672 -0.4601 0.6953 -0.245
C 2.432 -2.891 4.507 -0.2868 -0.3172 0.2297 -0.073
O 1.136 -1.886 7.191 -1.2345 0.1669 -1.6360 -0.191
C 1.884 -2.762 7.954 1.5952 -1.3501 2.1880 -0.171
H -1.858 -2.721 4.371 -0.1274 -0.0769 0.1693 0.047
H -1.767 -1.030 3.954 -0.0095 0.1778 0.2084 0.064
H -2.931 -1.556 5.193 0.2189 0.0597 0.0993 0.094
H 3.291 -2.233 4.638 -0.2159 0.2735 -0.1377 0.079
H 2.464 -3.372 3.529 -0.0596 0.2320 -0.0281 0.063
H 2.531 -3.681 5.251 -0.1061 -0.0913 -0.0200 0.070
H 2.278 -3.667 7.491 -0.7554 -0.1314 -0.5193 0.080
H 1.404 -3.033 8.894 -0.6732 -0.2740 -0.2594 0.091
H 2.814 -2.365 8.360 0.0491 1.1541 -0.5205 0.085
C -5.051 -6.296 1.319 1.0080 0.6269 -0.6138 -0.098
O -4.866 -6.361 2.749 1.1785 0.5792 1.1818 -0.240
P -3.620 -5.547 3.535 -0.4793 -1.1852 -1.0421 0.546
O -3.521 -4.098 3.221 0.0648 -1.8036 0.4349 -0.242
O -3.861 -5.985 5.078 -0.6797 -0.1996 -2.0270 -0.210
C -3.192 -5.230 6.064 0.6568 1.5905 0.6555 -0.107
O -2.258 -6.387 3.138 -1.0660 0.8423 -0.3716 -0.230
C -2.240 -7.803 3.281 -0.7260 -1.1778 0.5667 -0.125
H -4.957 -7.232 0.768 0.2232 -0.6140 0.8663 0.082
H -4.264 -5.672 0.895 -0.1296 0.2999 -0.0929 0.071
H -6.015 -5.921 0.976 -0.1122 0.3897 0.8564 0.086
H -3.813 -5.057 6.943 -0.2375 -0.5921 -0.1126 0.095
H -2.997 -4.225 5.691 0.1437 0.0180 -0.0930 0.055
H -2.225 -5.638 6.359 -0.1530 -0.3315 -0.1630 0.087
H -2.033 -8.425 2.411 0.4970 0.9768 -0.7521 0.086
H -3.225 -8.196 3.532 -0.1028 0.2495 0.5397 0.079
H -1.523 -8.123 4.037 -0.0517 0.3773 0.1681 0.086
```
Forces are in eV/Å.